Below is C5H7NO2 as an isolated structure in a non-equilibrium geometry, with properties calculated with ωB97M-V with the def2-TZVPD basis set.

Output
Total energy ... -10880.3655 eV
Energy relative to the best compared isomer or geometry (same formula, charge and spin) ... 75.0 kcal/mol
LUMO level ... 0.7 eV
Gap between HOMO and LUMO ... 0.2722 hartree
Maximum force ... 0.036 Eh/bohr

Structure (XYZ):
```
15
Properties=species:S:1:pos:R:3:forces:R:3:nbo_charge:R:1
C -0.371118 1.214917 -0.010825 0.3 -0.3 0.1 -0.21
C 0.131962 0.413764 0.996677 -0.2 0.1 0.3 -0.30
C -3.517414 -0.214421 0.023718 0.3 -0.3 0.0 1.03
C 0.227130 0.486816 -1.045980 -0.2 0.2 -0.5 -0.34
C 2.236413 -0.579572 0.011258 0.6 0.1 0.0 -0.40
N 0.785922 -0.463404 -0.020165 -0.2 -0.2 -0.1 -0.38
O -2.888690 -1.171146 -0.014894 0.8 -1.3 -0.1 -0.52
O -4.150273 0.736590 0.060338 -1.0 1.5 0.1 -0.51
H -0.992686 2.089098 0.007441 -0.1 0.2 0.0 0.22
H 0.586979 0.591456 1.952289 0.1 0.0 0.2 0.19
H -0.209986 0.074768 -1.943625 0.0 -0.1 -0.1 0.18
H 2.594638 -1.088716 -0.884934 -0.1 0.0 0.1 0.21
H 2.651408 0.427358 0.033587 -0.1 0.0 0.0 0.23
H 2.562797 -1.129454 0.894582 -0.1 0.0 0.0 0.20
H 0.352923 -1.388047 -0.059471 -0.1 0.2 0.0 0.41
```
Forces are in eV/Å.



Below is one molecule with the formula C2H4Cl2 in a non-equilibrium geometry, with properties calculated with ωB97M-V with the def2-TZVPD basis set.

Output
Total energy ... -27183.8593 eV
Energy relative to the best compared isomer or geometry (same formula, charge and spin) ... 2.3 kcal/mol
LUMO level ... 1.0 eV
SMILES string ... ClCCCl
Gap between HOMO and LUMO ... 0.4326 hartree
Maximum force ... 0.020 Eh/bohr

Structure (XYZ):
```
8
Properties=species:S:1:pos:R:3:forces:R:3:nbo_charge:R:1
Cl 6.845855 -2.360772 7.985010 0.1 -0.2 0.2 -0.05
C 7.408486 -2.740096 6.349157 0.0 0.5 -0.9 -0.40
C 8.270639 -1.605257 5.801572 0.2 -0.3 0.6 -0.37
Cl 9.937125 -1.742754 6.482483 -0.2 0.1 -0.2 -0.08
H 6.523091 -2.852260 5.722761 0.0 0.0 0.1 0.22
H 7.968439 -3.668926 6.308769 0.0 -0.1 0.4 0.23
H 7.891248 -0.642584 6.126303 -0.1 0.1 -0.1 0.23
H 8.348667 -1.633411 4.719294 0.0 -0.1 0.0 0.22
```
Forces are in eV/Å.



Below is a 4-piece molecular cluster, C4H8S overall in a non-equilibrium geometry, with properties calculated with ωB97M-V with the def2-TZVPD basis set.

Output
Total energy ... -15104.2800 eV
Energy relative to the best compared isomer or geometry (same formula, charge and spin) ... 186.9 kcal/mol
LUMO level ... 0.5 eV
Gap between HOMO and LUMO ... 0.3251 hartree
Maximum force ... 0.151 Eh/bohr

Structure (XYZ):
```
13
Properties=species:S:1:pos:R:3:forces:R:3:nbo_charge:R:1
C 0.151520 -0.220052 1.478046 1.5 0.3 1.0 -0.63
C -0.130894 -0.060401 -0.063044 0.9 0.8 0.2 -0.31
C 1.095835 0.592533 -0.894593 0.3 5.0 5.9 -0.59
C -1.611209 -0.106182 -0.601839 -0.6 -3.1 1.2 -0.49
H 1.584182 0.108004 1.240626 -4.3 -1.1 2.2 0.23
H -0.668810 0.670323 2.359970 3.0 -2.8 -2.7 0.24
H 0.005915 -1.758483 1.801440 0.4 5.0 -0.6 0.25
H 1.038969 0.595492 -1.867891 -0.6 -1.1 -5.3 0.21
H 1.201686 1.869555 -0.818348 -1.1 -3.0 0.4 0.19
H 2.177554 0.515889 -0.559810 -1.5 -1.3 -0.1 0.24
H -1.860964 -0.006746 -1.737936 0.2 0.6 2.6 0.27
H -2.464387 -0.553478 0.273585 2.4 2.4 -3.0 0.27
S -0.519397 -1.646456 -0.610204 -0.5 -1.8 -1.8 0.12
```
Forces are in eV/Å.



Below is an isolated ion of composition C10H20NO3S and charge +1 in a non-equilibrium geometry, with properties calculated with ωB97M-V with the def2-TZVPD basis set.

Output
Total energy ... -29153.2750 eV
Energy relative to the best compared isomer or geometry (same formula, charge and spin) ... 14.2 kcal/mol
LUMO level ... -3.6 eV
SMILES string ... C/C=C/S(=O)(=O)O[N@@+]1(CC)CC[C@H](C)C1
Charge ... +1
Gap between HOMO and LUMO ... 0.4041 hartree
Maximum force ... 0.047 Eh/bohr

Structure (XYZ):
```
35
Properties=species:S:1:pos:R:3:forces:R:3:nbo_charge:R:1
C -2.813480 4.413870 0.090572 -0.2 0.1 -0.1 -0.67
C -2.286185 3.196807 0.740724 0.2 0.5 0.3 0.01
C -2.606122 1.950907 0.434806 0.3 -0.9 0.3 -0.56
S -1.867241 0.686217 1.386023 1.5 -0.6 -1.0 2.30
O -1.337508 1.123064 2.624044 0.0 0.4 0.0 -0.85
O -2.471150 -0.594171 1.262222 -0.5 0.2 -0.2 -0.88
O -0.315393 0.517172 0.269903 -1.8 1.6 0.5 -0.60
N 0.456418 -0.628901 0.318278 0.1 -0.6 0.6 0.08
C 0.651747 -1.010190 1.739894 0.3 -0.2 1.0 -0.24
C 1.668272 -2.112858 1.993505 0.0 0.1 -0.1 -0.64
C -0.192761 -1.672796 -0.509333 -0.6 -0.5 -0.8 -0.24
C 0.051196 -1.175022 -1.926442 0.0 0.1 0.1 -0.42
C 1.502864 -0.671490 -1.881648 0.0 -0.1 -0.1 -0.24
C 2.495986 -1.738767 -2.331457 -0.1 0.2 0.0 -0.61
C 1.716377 -0.293566 -0.403707 0.6 0.5 -0.6 -0.23
H -3.322071 5.028627 0.840171 0.0 -0.1 -0.1 0.26
H -1.984867 5.014311 -0.289665 0.0 0.0 0.0 0.26
H -3.503838 4.182317 -0.716170 0.0 0.1 0.0 0.23
H -1.585164 3.347752 1.550342 0.1 0.0 0.1 0.24
H -3.277026 1.607552 -0.328943 -0.1 -0.1 -0.2 0.27
H 0.947458 -0.098877 2.265538 -0.1 -0.1 -0.2 0.24
H -0.332781 -1.298223 2.108672 0.1 -0.1 -0.1 0.24
H 1.539147 -2.459735 3.014501 0.0 0.0 0.1 0.26
H 1.526314 -2.968003 1.339126 0.0 -0.1 0.0 0.22
H 2.692250 -1.756517 1.902351 0.0 0.0 0.0 0.22
H -1.244053 -1.747915 -0.233023 0.2 0.0 0.1 0.26
H 0.309062 -2.623374 -0.336279 0.0 0.1 0.1 0.22
H -0.088295 -1.959914 -2.664283 0.0 0.0 0.0 0.24
H -0.628821 -0.354716 -2.149306 -0.1 -0.1 0.0 0.23
H 1.618992 0.205088 -2.520958 0.0 0.0 0.1 0.23
H 2.387740 -2.652706 -1.751777 0.0 -0.2 0.1 0.20
H 3.516349 -1.381883 -2.224679 0.2 0.0 0.0 0.22
H 2.337210 -1.979026 -3.378927 0.0 -0.1 -0.1 0.23
H 2.536954 -0.864873 0.024178 -0.1 0.0 0.1 0.24
H 1.902419 0.769838 -0.258252 -0.1 -0.1 0.2 0.25
```
Forces are in eV/Å.



Below is a 2-piece molecular cluster, C2H7N3 overall in a non-equilibrium geometry, with properties calculated with ωB97M-V with the def2-TZVPD basis set.

Output
Total energy ... -6656.4670 eV
Energy relative to the best compared isomer or geometry (same formula, charge and spin) ... 34.3 kcal/mol
LUMO level ... 0.8 eV
SMILES string ... [H]/N=C\N.C=N
Gap between HOMO and LUMO ... 0.3824 hartree
Maximum force ... 0.024 Eh/bohr

Structure (XYZ):
```
12
Properties=species:S:1:pos:R:3:forces:R:3:nbo_charge:R:1
H 1.945326 -1.449281 2.943593 0.0 -0.2 0.3 0.31
N 1.481537 -1.041109 3.764002 -0.1 0.1 -0.4 -0.67
C 0.395857 -0.510812 3.374863 0.6 0.7 -0.3 0.27
N -0.065156 -0.404690 2.068533 0.0 -0.1 0.2 -0.83
H -0.147164 0.138927 4.055723 -0.4 -0.4 0.3 0.16
H 0.479272 -0.904651 1.380829 -0.2 -0.1 0.0 0.37
H -1.064120 -0.488823 1.958896 0.0 0.1 -0.1 0.39
C -0.406377 1.131253 -3.592748 -1.2 0.0 -0.3 -0.06
N -1.324854 0.468705 -4.153600 0.0 -0.7 0.1 -0.59
H -0.650873 1.390295 -2.562221 0.7 0.4 0.0 0.17
H 0.460023 1.496968 -4.134139 0.4 0.0 0.4 0.16
H -1.103472 0.173218 -5.103730 0.1 0.4 -0.1 0.33
```
Forces are in eV/Å.



Below is C28H35N4O4ReSSb2 as an isolated structure in a non-equilibrium geometry, with properties calculated with ωB97M-V with the def2-TZVPD basis set.

Output
Total energy ... -69763.4694 eV
Energy relative to the best compared isomer or geometry (same formula, charge and spin) ... 150.0 kcal/mol
LUMO level (spin up / spin down) ... -9.5 / -10.6 eV
2S+1 ... 4
Charge ... +3
Gap between HOMO and LUMO (spin up / spin down) ... 0.1556 / 0.1761 hartree
Maximum force ... 0.347 Eh/bohr

Structure (XYZ):
```
75
Properties=species:S:1:pos:R:3:forces:R:3:mulliken_charge:R:1
Re -0.761798 0.745094 0.561998 0.5 -1.2 1.6 0.84
C -1.993821 4.471107 2.550765 0.0 0.0 0.0 -1.87
C -1.895304 3.214841 1.765559 0.4 -0.1 0.2 1.13
N -0.880341 2.392078 1.793757 -0.3 0.4 -0.3 -0.02
N 0.103475 2.538046 2.754406 0.2 0.2 0.2 -0.47
C 0.458488 1.421663 3.436570 0.1 0.0 -0.1 0.72
N 1.195193 1.540175 4.522151 -0.1 0.1 -0.1 -0.35
S -0.053256 -0.087431 2.850572 -0.4 0.2 -0.7 -0.44
C -2.981902 2.677145 0.967927 -0.4 -0.1 -0.3 0.63
C -4.220862 3.276788 0.799345 0.4 0.1 0.2 -0.76
C -5.232859 2.577006 0.162402 0.0 -0.3 -0.2 -0.55
C -4.968663 1.291992 -0.297338 -0.2 0.3 0.1 -0.91
C -3.704099 0.765567 -0.134699 0.2 -0.2 0.1 -0.12
N -2.713798 1.429493 0.489098 -0.7 0.2 -0.4 0.08
H -2.482691 4.289791 3.513097 0.0 0.0 0.0 0.35
H -2.598023 5.200137 2.014312 0.0 0.0 0.0 0.48
H -1.020882 4.923214 2.732681 0.0 0.1 0.0 0.51
H 0.268909 3.456514 3.142188 0.0 0.1 0.0 0.24
H 1.432062 2.428033 4.940906 0.0 0.0 0.0 0.22
H 1.481920 0.705622 5.011777 0.0 0.0 0.0 0.26
H -4.397795 4.274101 1.177230 0.0 0.0 0.0 0.38
H -6.211447 3.017897 0.028254 0.0 0.0 0.0 0.49
H -5.737145 0.707567 -0.783843 0.0 0.0 0.0 0.51
H -3.462473 -0.225306 -0.506255 0.0 0.0 0.0 0.61
C 1.014937 -5.031539 -1.465930 -0.2 -0.8 -0.2 -1.20
Sb 1.330626 -3.191231 -0.354983 -9.7 -13.6 -6.2 1.16
C 1.715205 -3.867372 1.642771 -0.7 -1.4 -0.5 -1.24
C -0.770006 -2.461668 -0.115165 0.7 -0.8 0.1 0.73
C -1.677812 -2.911387 -1.193616 -0.5 -0.1 -0.1 0.72
C -2.594288 -3.937900 -0.938250 0.0 0.3 0.1 -0.93
C -3.527660 -4.318045 -1.884798 0.0 0.0 -0.2 -0.76
C -3.561963 -3.671079 -3.116092 0.0 0.0 0.1 -0.76
C -2.640526 -2.675876 -3.396543 0.1 0.0 -0.1 -0.74
C -1.670094 -2.306416 -2.465219 0.0 -0.2 0.2 0.89
C -0.584860 -1.363714 -2.851573 -0.2 0.6 0.2 -1.05
Sb -0.775928 0.698249 -2.171210 0.1 0.2 -0.8 0.61
C 0.928088 1.560355 -3.109818 -0.2 0.0 0.2 -1.24
C -2.343874 1.549192 -3.333049 0.0 -0.1 0.2 -1.28
H 0.395134 -5.676704 -0.843518 0.0 0.0 0.0 0.40
H 1.989030 -5.485330 -1.635036 0.0 0.0 0.0 0.45
H 0.527675 -4.820148 -2.414360 0.0 0.1 0.0 0.34
H 1.187551 -4.812403 1.766970 0.1 0.0 0.5 0.42
H 1.351894 -3.119960 2.343694 -0.1 0.0 0.0 0.35
H 2.782876 -4.016048 1.785366 0.0 0.0 0.0 0.39
H -0.657708 -1.378985 -0.050262 -0.4 -0.3 -0.1 -1.37
H -1.040904 -2.858989 0.863174 -0.2 0.0 0.0 0.88
H -2.587089 -4.418605 0.033842 0.0 0.0 0.0 0.52
H -4.231124 -5.110052 -1.666428 0.0 0.0 0.0 0.46
H -4.287646 -3.962584 -3.863292 0.0 0.0 0.0 0.44
H -2.643331 -2.202236 -4.371920 0.0 0.0 0.0 0.49
H -0.498314 -1.274146 -3.933916 0.0 0.0 0.0 0.96
H 0.384261 -1.661269 -2.443790 0.0 0.0 -0.1 -0.11
H 0.884065 1.320496 -4.170993 0.0 0.0 0.0 0.45
H 1.843073 1.165439 -2.673979 0.0 0.0 0.0 0.37
H 0.892411 2.640805 -2.985431 0.0 0.0 0.0 0.40
H -2.005112 1.576955 -4.367036 0.0 0.0 0.0 0.47
H -2.528792 2.566203 -2.991031 0.0 0.0 0.0 0.39
H -3.258729 0.964628 -3.260639 0.0 0.0 0.0 0.41
O 2.219002 -1.964080 0.292724 9.6 12.4 6.0 -0.61
C 2.058741 -0.746284 0.308521 0.4 5.7 1.0 -0.38
O 0.886443 -0.227844 0.006250 1.8 -0.3 -0.2 -0.18
C 3.155922 0.193970 0.637586 -0.9 -0.9 -0.4 0.51
C 2.924141 1.568586 0.695641 -0.2 0.2 0.0 -0.39
C 3.944451 2.472531 0.970103 0.0 0.1 0.0 -1.47
C 5.202926 1.945754 1.174268 0.3 -0.3 0.1 0.93
O 6.347535 2.583449 1.447913 -0.5 0.2 -0.1 -0.46
C 7.372502 1.590600 1.569371 0.6 0.0 0.1 -0.24
O 6.747691 0.328271 1.348930 -0.2 -0.3 0.0 -0.47
C 5.440341 0.562656 1.118594 0.0 0.1 0.0 0.61
C 4.439406 -0.333558 0.854805 0.6 -0.1 0.2 -1.01
H 1.926486 1.951147 0.507775 0.1 0.0 -0.1 0.55
H 3.782973 3.541354 0.997331 0.0 0.0 0.0 0.50
H 7.810345 1.624190 2.568443 -0.2 0.0 0.0 0.27
H 8.151638 1.766656 0.826439 -0.2 0.0 -0.1 0.28
H 4.625529 -1.397145 0.814483 0.1 0.0 0.0 0.58
```
Forces are in eV/Å.